1.
Formula: C42H79Cl6N5O4
Source: OMol25
Level of theory: the ωB97M-V functional and the def2-TZVPD basis

Last column: Löwdin spin population.
Positions of all 136 atoms, in Å:
C -1.09388 -4.51363 4.44076  0.00
Cl -0.93017 -4.32946 2.67458  0.00
Cl -1.71959 -3.06483 5.15614  0.00
Cl 0.49763 -4.86700 5.19389  0.00
H -1.77134 -5.33045 4.65807  0.00
C -5.88302 -1.76886 4.15345  0.00
Cl -6.12556 -0.90558 2.64169  0.00
Cl -5.63573 -3.51394 3.86933  0.00
Cl -7.27563 -1.55107 5.23305  0.00
H -5.04090 -1.37111 4.70690  0.00
C -0.92442 -0.20329 -1.98530  0.00
C -0.93091 -0.64704 -0.53450  0.03
C 0.46988 -0.45864 0.08298  0.00
C 0.56631 -0.66068 1.58692  0.00
C -0.49197 0.25079 2.25322  0.00
C -1.91522 0.07103 1.72137  0.03
N -1.88099 0.17038 0.25710  0.37
O -3.05896 0.29894 -0.25473  0.53
C -2.43431 -1.22626 2.35154  0.02
C -2.65450 1.27027 2.32595  0.00
C -1.35240 -2.12054 -0.55517  0.02
H -0.17309 -0.73420 -2.56323  0.00
H -0.79700 0.88474 -1.96551  0.00
H -1.90620 -0.23945 -2.45953  0.00
H 1.14401 -1.17865 -0.39700  0.00
H 0.91683 0.49086 -0.22767  0.00
H 1.58100 -0.62227 1.98564  0.00
H 0.34268 -1.72082 1.75921  0.00
H -0.12928 1.27317 2.13765  0.00
H -0.43867 -0.09497 3.28831  0.00
H -1.70228 -2.02652 2.27436  0.00
H -2.70652 -1.04803 3.38922  0.00
H -3.34390 -1.50954 1.81600  0.00
H -2.26225 2.15116 1.80066  0.00
H -3.71572 1.29146 2.08033  0.00
H -2.45224 1.55596 3.35693  0.00
H -0.79312 -2.75260 -1.24526  0.00
H -2.42282 -2.31862 -0.62214  0.00
H -1.15662 -2.63745 0.39300  0.00
C 6.50405 -5.85386 0.24559  0.00
C 5.08410 -6.01944 0.83393  0.02
C 4.92659 -4.86086 1.82494  0.00
C 3.57413 -4.75785 2.52298  0.00
C 2.52384 -4.56656 1.42272  0.00
C 2.61891 -5.52543 0.19989  0.03
N 4.02465 -5.75659 -0.15684  0.37
O 4.15804 -6.42147 -1.25760  0.52
C 1.83621 -6.78120 0.61261  0.02
C 1.84829 -4.82333 -0.92717  0.00
C 5.00515 -7.40928 1.49510  0.02
H 6.63616 -4.86314 -0.18568  0.00
H 6.61532 -6.59450 -0.54685  0.00
H 7.22923 -6.05804 1.03012  0.00
H 5.69326 -4.87426 2.60629  0.00
H 5.08063 -3.88797 1.34563  0.00
H 3.57390 -3.99853 3.30406  0.00
H 3.48605 -5.70727 3.06371  0.00
H 2.46901 -3.50355 1.15819  0.00
H 1.55141 -4.60855 1.92314  0.00
H 2.02393 -7.66164 -0.00373  0.00
H 1.96748 -6.92637 1.68171  0.00
H 0.80141 -6.56778 0.33739  0.00
H 0.84293 -4.47521 -0.69188  0.00
H 2.43779 -4.02316 -1.37601  0.00
H 1.66186 -5.55694 -1.71718  0.00
H 5.05331 -8.10173 0.65201  0.00
H 4.05811 -7.59447 1.99946  0.00
H 5.82734 -7.57416 2.18751  0.00
C 0.44233 4.36292 3.31808  0.02
C 1.89880 4.83628 3.48570  0.03
C 2.70655 3.80231 4.32846  0.00
C 3.05762 2.55387 3.52581  0.00
C 3.78559 2.95329 2.21588  0.00
C 3.09053 3.99864 1.35418  0.02
N 2.64530 5.07846 2.24817  0.36
O 2.27442 6.16626 1.65903  0.53
C 4.09643 4.45278 0.30419  0.00
C 1.95847 3.22969 0.67007  0.02
C 1.80927 6.10025 4.36528  0.00
H 0.06974 4.79850 2.38474  0.00
H -0.29931 4.66997 4.05175  0.00
H 0.38613 3.28375 3.16510  0.00
H 3.49588 4.24196 4.93297  0.00
H 1.95640 3.29351 4.94463  0.00
H 2.13675 1.99435 3.34123  0.00
H 3.73447 1.85464 4.01863  0.00
H 4.00260 2.00694 1.72016  0.00
H 4.70242 3.41584 2.59805  0.00
H 4.37818 3.63532 -0.36357  0.00
H 3.62378 5.12263 -0.41739  0.00
H 5.01338 4.87181 0.71356  0.00
H 1.27849 2.71932 1.34623  0.00
H 1.27642 3.89834 0.12950  0.00
H 2.39047 2.63264 -0.13165  0.00
H 1.36548 5.87129 5.33187  0.00
H 1.26139 6.93247 3.92443  0.00
H 2.81779 6.50344 4.49065  0.00
C -1.89196 5.14092 -6.20820  0.02
C -3.12174 5.02393 -5.29805  0.03
C -3.44768 3.49205 -5.22697  0.00
C -2.67010 2.62772 -4.24156  0.00
C -2.64603 3.28110 -2.86667  0.00
C -2.29037 4.78464 -2.85557  0.03
N -2.95908 5.53307 -3.92544  0.37
O -2.68988 6.79752 -3.90230  0.53
C -2.86724 5.19350 -1.48530  0.01
C -0.75632 4.87679 -2.77906  0.02
C -4.34841 5.62542 -6.00909  0.00
H -1.75317 6.21281 -6.37314  0.00
H -1.99068 4.61373 -7.15314  0.00
H -0.96805 4.80614 -5.73581  0.00
H -4.49798 3.19530 -5.28297  0.00
H -3.11494 3.04795 -6.17308  0.00
H -1.63762 2.48563 -4.58059  0.00
H -3.07893 1.61730 -4.19317  0.00
H -1.92772 2.72090 -2.27068  0.00
H -3.64883 3.10538 -2.46917  0.00
H -2.45091 6.15003 -1.16731  0.00
H -3.95351 5.25350 -1.53880  0.00
H -2.59307 4.42988 -0.75798  0.00
H -0.40402 4.20026 -2.00421  0.00
H -0.29837 4.67371 -3.74864  0.00
H -0.40301 5.88655 -2.56067  0.00
H -4.41972 5.10839 -6.96414  0.00
H -4.09399 6.66907 -6.20739  0.00
H -5.24284 5.59506 -5.39246  0.00
N -2.50107 -4.26840 -4.89163  0.00
C -2.73389 -3.49211 -3.78741  0.00
C -4.01578 -3.71341 -3.32592  0.00
C -4.55346 -4.71975 -4.16128  0.00
C -3.66201 -4.95814 -5.16668  0.00
H -1.63359 -4.31172 -5.39362  0.00
H -2.00357 -2.78689 -3.42439  0.00
H -4.48736 -3.24798 -2.47691  0.00
H -5.50539 -5.21050 -4.03608  0.00
H -3.60563 -5.66095 -5.98246  0.00

Output
* electronic energy: -4983.269162 Eh
* 2S+1: 5
* frontier orbital gap (spin up / spin down): 8.34 / 8.43 eV

***

2.
Formula: C42H79N11O4
Source: OMol25
Level of theory: the ωB97M-V functional and the def2-TZVPD basis

Last column: Löwdin spin population.
Positions of all 136 atoms, in Å:
C 4.18171 -12.84703 -3.69434  0.00
C 4.94782 -12.18242 -4.87736  0.00
N 5.90020 -11.20821 -4.45229  0.00
C 7.02269 -11.35842 -3.66545  0.00
C 7.66555 -10.15801 -3.42242  0.00
N 6.95808 -9.17762 -4.06961  0.00
C 5.90057 -9.81959 -4.69627  0.00
C 7.32602 -7.81980 -4.10592  0.00
H 4.91095 -13.23210 -2.98157  0.00
H 3.59762 -13.69987 -4.04017  0.00
H 3.51950 -12.11994 -3.22433  0.00
H 4.20900 -11.62820 -5.45622  0.00
H 5.43120 -12.92568 -5.51141  0.00
H 7.33172 -12.32326 -3.29131  0.00
H 8.45619 -9.83650 -2.76065  0.00
H 5.14262 -9.40003 -5.34115  0.00
H 6.79358 -7.26239 -4.87656  0.00
H 8.39357 -7.82410 -4.32595  0.00
H 7.04711 -7.36635 -3.15476  0.00
C 7.29685 -21.83079 5.53403  0.00
C 6.13534 -22.16259 4.48668  0.00
N 6.06339 -21.20736 3.49041  0.00
C 5.76961 -19.80338 3.61696  0.00
C 5.80706 -19.27173 2.35508  0.00
N 6.31209 -20.18061 1.48102  0.00
C 6.38726 -21.37674 2.12389  0.00
C 6.55360 -19.98642 0.07704  0.00
H 8.28099 -22.00690 5.09979  0.00
H 7.18513 -22.54547 6.34942  0.00
H 7.12324 -20.79656 5.83122  0.00
H 5.13366 -22.21967 4.91269  0.00
H 6.38103 -23.12447 4.03664  0.00
H 5.40122 -19.34573 4.52318  0.00
H 5.39572 -18.29100 2.16703  0.00
H 6.70289 -22.33717 1.74395  0.00
H 6.24789 -18.97462 -0.18922  0.00
H 5.89050 -20.66458 -0.46008  0.00
H 7.58604 -20.18501 -0.21060  0.00
C 10.02556 -18.39484 -3.56055  0.00
C 10.33440 -19.37270 -2.45827  0.00
N 10.00103 -18.91549 -1.13857  0.00
C 9.20040 -17.81103 -0.76486  0.00
C 9.13166 -17.79885 0.62743  0.00
N 9.89341 -18.88858 1.04743  0.00
C 10.34997 -19.55542 -0.02648  0.00
C 10.07661 -19.27023 2.41444  0.00
H 8.98465 -18.07170 -3.54737  0.00
H 10.21001 -18.69922 -4.59080  0.00
H 10.56329 -17.46292 -3.38600  0.00
H 11.41232 -19.52129 -2.52222  0.00
H 9.85595 -20.32901 -2.66962  0.00
H 8.69349 -17.19285 -1.49101  0.00
H 8.63026 -17.18154 1.35812  0.00
H 11.03695 -20.38865 -0.01214  0.00
H 11.07920 -18.99948 2.74548  0.00
H 9.80163 -20.31590 2.55254  0.00
H 9.35530 -18.78885 3.07480  0.00
C 0.56796 -16.53425 -5.46513  0.00
C 1.64492 -17.43314 -6.01511  0.00
N 2.85100 -17.20746 -5.26725  0.00
C 3.66516 -16.04122 -5.44216  0.00
C 4.66828 -16.19931 -4.53409  0.00
N 4.49114 -17.34409 -3.74295  0.00
C 3.33235 -17.97817 -4.22849  0.00
C 5.49248 -17.82637 -2.82696  0.00
H 0.10480 -16.73227 -4.49850  0.00
H -0.18832 -16.29072 -6.21135  0.00
H 0.85340 -15.48598 -5.37699  0.00
H 1.81656 -17.09468 -7.03692  0.00
H 1.27571 -18.45870 -6.01761  0.00
H 3.42575 -15.25499 -6.14281  0.00
H 5.59305 -15.65456 -4.41385  0.00
H 2.86877 -18.92426 -3.99100  0.00
H 5.39378 -17.26094 -1.90032  0.00
H 6.50787 -17.69341 -3.20033  0.00
H 5.33027 -18.87846 -2.59269  0.00
C 2.78443 -15.99036 7.60730  0.00
C 3.39855 -14.94079 6.65835  0.00
N 4.56512 -15.45064 5.97749  0.00
C 4.55334 -15.90785 4.64202  0.00
C 5.87461 -16.13448 4.25496  0.00
N 6.67544 -15.75752 5.30577  0.00
C 5.88560 -15.24437 6.30826  0.00
C 8.08193 -15.55544 5.11386  0.00
H 3.50418 -16.41201 8.30892  0.00
H 2.25621 -16.77148 7.06054  0.00
H 2.00840 -15.51400 8.20641  0.00
H 3.59188 -14.07072 7.28581  0.00
H 2.64511 -14.64006 5.93035  0.00
H 3.64483 -15.96223 4.06061  0.00
H 6.31675 -16.33087 3.28938  0.00
H 6.26607 -14.83365 7.23181  0.00
H 8.51482 -15.01565 5.95607  0.00
H 8.08154 -14.95778 4.20232  0.00
H 8.63443 -16.49046 5.02136  0.00
C 1.17381 -13.71463 2.51416  0.00
C 1.15725 -14.23359 1.10000  0.00
C 0.58681 -15.76231 1.10988  0.00
N 0.22106 -16.34152 -0.26805  0.00
C 1.39182 -16.42584 -1.27003  0.00
C -0.33188 -17.74918 -0.06692  0.00
C -1.36441 -17.89819 -1.14774  0.00
C -1.70583 -16.56090 -1.80467  0.00
C -0.98950 -15.54890 -0.86261  0.00
H 1.52671 -12.68637 2.43522  0.00
H 2.01838 -14.03891 3.12213  0.00
H 0.21953 -13.85633 3.02148  0.00
H 2.12455 -14.13270 0.60780  0.00
H 0.39233 -13.63778 0.60199  0.00
H -0.34431 -15.82129 1.67349  0.00
H 1.27630 -16.48676 1.54331  0.00
H 2.07593 -17.19819 -0.91852  0.00
H 1.85465 -15.45702 -1.45787  0.00
H 0.92847 -16.76782 -2.19546  0.00
H 0.37122 -18.58008 -0.00901  0.00
H -0.86629 -17.89804 0.87135  0.00
H -1.05816 -18.50735 -1.99817  0.00
H -2.25067 -18.41862 -0.78469  0.00
H -1.23140 -16.56019 -2.78600  0.00
H -2.78056 -16.51178 -1.97967  0.00
H -0.74818 -14.66135 -1.44753  0.00
H -1.52708 -15.19355 0.01648  0.00
C 4.93819 -14.15078 -0.01215  0.00
C 5.33406 -15.54712 0.64495  0.00
O 6.52894 -15.77413 0.95129  0.00
O 4.46684 -16.38647 0.77285  0.00
H 5.82994 -13.63549 -0.36905  0.00
H 4.44232 -13.53587 0.73891  0.00
H 4.37388 -14.38786 -0.91405  0.00
C 3.79501 -10.05759 -0.42238  0.06
C 3.14395 -9.56430 0.90697  0.06
O 3.83070 -8.71495 1.51030  0.79
O 2.05938 -10.09196 1.31790  0.07
H 3.03434 -10.24499 -1.18025  0.01
H 4.21345 -11.03978 -0.20257  0.00
H 4.60931 -9.47293 -0.85036  0.00

Output
* electronic energy: -2549.142362 Eh
* 2S+1: 2
* total charge: +5
* frontier orbital gap (spin up / spin down): 8.08 / 6.92 eV